A 4-piece molecular cluster, C28H70N11O8P4S overall in a non-equilibrium geometry. Source: OMol25; level of theory: wB97M-V/def2-TZVPD.

The geometry in XYZ format:
```
122
Properties=species:S:1:pos:R:3:forces:R:3:lowdin_charge:R:1
C 6.96041 -2.88378 -2.69119 -1.031 0.982 -0.277 0.02
C 6.25609 -2.71381 -1.28083 2.723 -1.455 -0.603 -0.43
O 6.73285 -3.31370 -0.36549 -1.572 0.997 -0.263 0.17
O 5.08569 -1.91158 -1.17287 -0.535 0.683 -1.170 0.05
C 5.24067 -0.66704 -1.78407 1.857 0.832 0.401 -0.40
O 6.28176 -0.07818 -1.62242 -1.244 -0.444 -0.497 0.16
C 4.18014 0.01012 -2.71646 -0.129 0.046 0.087 0.01
N 2.85110 -0.62621 -2.72055 -3.885 -1.977 -0.187 0.01
C 2.35248 -1.71981 -3.51590 -1.809 -1.025 -1.116 -0.13
C 3.20572 -2.52290 -4.58145 -0.111 0.321 1.572 -0.09
C 3.74568 -3.81948 -3.79724 -0.669 0.875 0.573 -0.24
C 2.58428 -4.89866 -3.62317 0.371 0.989 -0.015 -0.52
S 2.20925 -5.29834 -1.84751 0.160 -0.379 0.012 0.67
C 0.95545 -1.98218 -3.20887 3.493 1.551 -0.071 0.02
N 0.63466 -1.03387 -2.19636 2.619 -1.057 -1.915 0.11
C 1.76129 -0.28814 -1.94311 -0.682 0.039 1.577 -0.30
P 1.58680 1.05099 -0.58548 0.394 1.369 1.369 0.98
O 3.06101 0.88840 0.28045 -2.021 -1.708 -1.748 -0.30
O 0.44174 0.35074 0.45529 2.118 -0.815 -1.922 -0.30
H 7.12507 -3.97581 -2.90002 -0.313 1.142 0.385 0.11
H 7.95221 -2.35495 -2.71308 -1.029 -0.526 0.331 0.11
H 6.31658 -2.41039 -3.49314 0.776 -0.689 0.660 0.07
H 4.04633 1.10008 -2.44490 0.338 -1.340 0.031 0.16
H 4.61533 0.02298 -3.75983 -0.566 -0.267 1.141 0.16
H 4.04448 -1.83852 -4.89691 -0.796 -0.904 0.032 0.10
H 2.55931 -2.80979 -5.45958 0.757 0.490 0.925 0.13
H 4.69332 -4.22878 -4.23244 -1.035 0.250 0.185 0.11
H 3.97332 -3.44380 -2.75433 0.072 -0.574 -1.229 0.07
H 2.94456 -5.85363 -4.09039 -0.786 0.742 0.620 0.08
H 1.61823 -4.54328 -4.07871 1.140 -0.553 0.118 0.05
H 1.83609 -4.13997 -1.21007 0.275 -0.253 -1.047 -0.16
H 0.28526 -2.74965 -3.67366 0.422 1.178 0.893 0.12
H -0.29980 -0.97805 -1.77183 0.454 0.170 -0.032 0.14
H 3.17410 -0.08892 0.33331 0.563 0.718 0.500 0.06
H 0.75484 -0.58063 0.52105 -0.838 0.388 0.649 0.06
O -1.95654 -2.75278 -2.93194 1.328 -2.679 1.772 -0.36
P -3.31652 -3.46188 -2.75516 -3.181 5.505 -3.162 0.76
N -3.69407 -3.46738 -4.43785 -0.391 -0.467 -1.157 -0.36
C -3.93535 -2.24544 -5.18584 -0.022 0.397 0.275 -0.12
C -2.81449 -4.34174 -5.20828 -0.107 -0.263 0.382 -0.14
N -4.06016 -2.20575 -1.87189 0.779 0.275 0.918 -0.31
C -5.20263 -1.42217 -2.29217 -0.748 -0.456 0.185 -0.12
C -3.18948 -1.40054 -1.03260 0.470 0.084 -0.088 -0.15
N -4.82010 -4.37424 -2.45447 1.462 -2.234 0.775 -0.28
C -4.59002 -5.40682 -1.42860 -0.209 0.132 0.592 -0.14
C -5.71017 -4.91349 -3.47691 0.031 -0.137 -0.648 -0.12
H -4.16942 -2.47519 -6.22942 0.217 -0.212 0.083 0.09
H -3.07723 -1.56122 -5.16220 -0.034 0.074 -0.086 0.08
H -4.81813 -1.72412 -4.82128 0.103 0.061 0.180 0.06
H -2.73182 -5.32049 -4.72140 0.081 0.013 0.041 0.08
H -1.80459 -3.92485 -5.30367 0.068 -0.029 -0.041 0.07
H -3.21462 -4.52221 -6.20909 -0.085 0.122 0.082 0.09
H -4.90444 -0.58398 -2.93157 0.065 0.002 -0.014 0.08
H -5.72008 -1.00448 -1.42255 0.139 -0.028 0.028 0.09
H -5.95071 -2.01816 -2.81630 0.183 -0.088 -0.085 0.07
H -2.67103 -0.63084 -1.62537 0.057 0.150 0.017 0.08
H -2.44025 -2.02284 -0.54325 -0.059 0.097 0.001 0.07
H -3.74312 -0.90179 -0.23550 -0.135 -0.143 -0.137 0.06
H -4.00101 -6.23747 -1.82852 -0.152 -0.109 0.080 0.08
H -5.53170 -5.79657 -1.03682 0.007 0.058 -0.127 0.08
H -4.04377 -4.98266 -0.57942 0.052 0.088 -0.089 0.08
H -5.23468 -5.69308 -4.07970 -0.150 -0.004 -0.084 0.08
H -6.08870 -4.13173 -4.13408 0.340 0.006 0.002 0.08
H -6.59688 -5.35052 -3.00595 0.292 -0.048 0.379 0.09
O -2.70906 -1.31576 2.32324 3.251 1.226 -1.185 -0.32
P -2.40166 -0.40752 3.51744 -6.416 -1.618 2.765 0.74
N -2.61719 -1.63472 4.71055 0.222 -0.726 1.117 -0.36
C -3.90882 -2.24567 4.97579 -0.361 0.191 -0.260 -0.12
C -1.59534 -2.67504 4.63691 0.223 0.326 -0.113 -0.15
N -3.75179 0.62122 3.32951 -0.165 0.593 -1.249 -0.32
C -4.83753 0.78405 4.27323 0.265 0.562 0.594 -0.13
C -4.24965 0.82413 1.97320 0.082 -0.383 -0.190 -0.15
N -1.91794 0.70752 4.82651 2.673 0.215 -0.969 -0.28
C -0.79163 1.54812 4.38546 -0.205 0.540 -0.145 -0.15
C -1.71759 0.34597 6.22556 0.110 -0.542 0.308 -0.12
H -3.82444 -2.98765 5.77535 0.270 -0.031 -0.158 0.08
H -4.33333 -2.73350 4.08923 -0.083 -0.059 0.055 0.09
H -4.62132 -1.51810 5.35897 -0.014 0.088 -0.185 0.05
H -0.59812 -2.22277 4.57301 0.016 0.003 -0.077 0.07
H -1.73112 -3.32018 3.76116 0.055 -0.031 -0.016 0.08
H -1.60011 -3.29798 5.53506 -0.128 0.115 0.013 0.08
H -5.60481 0.01313 4.14344 0.004 -0.037 -0.037 0.08
H -5.32176 1.75630 4.13488 0.055 -0.039 -0.109 0.08
H -4.49791 0.77404 5.30959 0.128 -0.157 -0.081 0.07
H -4.89434 -0.00534 1.65480 -0.033 0.016 -0.113 0.08
H -3.42450 0.90977 1.26512 -0.065 -0.124 0.057 0.06
H -4.82219 1.75255 1.89863 0.010 -0.024 0.277 0.08
H 0.13892 0.97272 4.34168 0.100 0.159 0.098 0.08
H -0.64807 2.40372 5.04932 -0.044 -0.103 0.046 0.08
H -0.98736 1.95097 3.38573 -0.061 -0.109 -0.029 0.07
H -0.88213 -0.34707 6.36562 -0.045 -0.009 0.176 0.08
H -2.61770 -0.08336 6.66322 0.093 -0.173 -0.271 0.08
H -1.50837 1.24425 6.81643 0.148 0.180 -0.407 0.09
O 2.74562 4.85723 -0.20484 3.204 0.969 -1.528 -0.34
P 3.16926 5.80893 0.92002 -6.403 -1.186 2.872 0.74
N 2.95146 4.63046 2.15360 0.247 -0.661 1.581 -0.36
C 1.65212 4.08095 2.48015 -0.353 0.178 -0.257 -0.13
C 3.92551 3.54906 2.07190 0.322 0.311 -0.110 -0.14
N 1.85810 6.88833 0.74735 -0.195 0.610 -1.206 -0.32
C 0.82415 7.13690 1.72867 0.363 0.571 0.549 -0.13
C 1.30994 7.05909 -0.59503 0.047 -0.406 -0.209 -0.14
N 3.76365 6.94831 2.15855 2.560 -0.015 -1.075 -0.29
C 4.90222 7.72069 1.63205 -0.152 0.543 -0.161 -0.14
C 4.01573 6.63019 3.55942 0.097 -0.545 0.312 -0.13
H 1.73264 3.35645 3.29720 0.277 -0.070 -0.159 0.08
H 1.18513 3.58684 1.61634 -0.152 -0.076 0.054 0.07
H 0.97555 4.84106 2.86614 -0.025 0.109 -0.221 0.06
H 4.93772 3.95574 1.96118 0.005 0.007 -0.078 0.08
H 3.73122 2.89084 1.22116 0.097 0.020 0.016 0.04
H 3.92870 2.94855 2.98603 -0.123 0.112 0.031 0.09
H 0.01905 6.39626 1.66410 -0.012 -0.042 -0.041 0.08
H 0.37637 8.12347 1.57089 0.039 -0.048 -0.106 0.08
H 1.20907 7.15294 2.74929 0.119 -0.167 -0.072 0.07
H 0.61723 6.24755 -0.85112 -0.011 0.016 -0.119 0.08
H 2.10540 7.07928 -1.33992 -0.090 -0.147 0.059 0.07
H 0.77522 8.00850 -0.68397 0.029 -0.007 0.287 0.08
H 5.80335 7.10321 1.56713 0.097 0.159 0.090 0.08
H 5.11449 8.59282 2.25404 -0.057 -0.102 0.049 0.08
H 4.67522 8.09424 0.62806 -0.076 -0.107 -0.008 0.08
H 4.82621 5.90579 3.68719 -0.033 0.000 0.177 0.08
H 3.11994 6.25840 4.05530 0.065 -0.189 -0.270 0.07
H 4.29207 7.53917 4.10413 0.137 0.153 -0.419 0.09
```
Positions in Å, forces in eV/Å.

- Total charge: +1
- Max |F|: 7.17 eV Å⁻¹
- Orbital gap: 6.57 eV